The following is a quantum chemistry calculation of a structure of composition C48H131FeN8O19, from OMol25.

- E_LUMO (spin up / spin down) (eV) = -4.695 / -4.753
- ⟨S²⟩ = 6.019
- spin multiplicity = 5
- charge = +1
- highest occupied orbital energy (spin up / spin down) (eV) = -9.895 / -9.895
- Kohn-Sham gap (spin up / spin down) (eV) = 5.20 / 5.14

```
207
C48H131FeN8O19 | OMol25 | ωB97M-V/def2-TZVPD
H 5.92 -4.64 -2.36
H -0.26 0.03 -2.06
H 2.56 -3.82 -8.91
H -7.40 -7.34 -1.16
H -0.59 -9.77 -4.73
C 7.95 6.92 2.55
O 0.86 -5.16 -8.66
H 3.08 5.45 -12.97
C -9.64 -7.61 -4.55
H -0.83 -2.39 -1.80
C 7.52 -1.46 5.36
H 2.23 10.38 0.36
N -0.34 11.57 1.01
C 1.76 11.13 -0.28
C 2.05 -4.49 -8.22
H -7.97 -9.26 5.55
H 4.06 4.13 -12.73
H -6.99 0.55 -2.59
H -3.52 7.06 6.16
O -8.85 -6.74 -2.39
H -2.31 4.97 5.51
H -8.81 0.08 4.21
H -9.01 -9.61 -5.04
H 0.64 1.82 0.99
C 0.13 1.28 0.19
C -10.46 4.24 2.35
H -10.38 -5.72 -4.74
C 3.34 5.35 -8.88
C -7.92 0.69 4.04
H 7.85 -3.38 -5.50
O 8.10 -3.23 -4.58
H 5.64 -3.44 -3.65
H 0.90 -10.23 -2.75
C 6.39 -3.91 -3.02
C 3.03 4.36 -13.00
O -3.26 5.01 5.58
H 3.54 -0.99 7.15
Fe 5.24 2.38 4.89
H 1.85 1.71 -2.15
H -5.32 -4.42 7.48
H 9.55 -0.07 -1.61
C 6.71 -1.45 6.67
C -0.42 -1.74 -1.03
C 7.64 -4.34 -3.81
H 1.81 5.67 -10.96
N -7.27 -8.95 6.20
N -10.30 -6.56 -5.29
H 1.49 9.06 -1.97
H -1.92 -8.19 3.90
H -0.28 -3.52 0.22
O 10.29 3.22 -3.51
H -11.53 4.45 2.34
H 1.03 -1.06 -2.39
H 1.25 4.22 -10.15
H -9.94 2.22 5.00
H 11.10 1.32 -3.50
H -6.28 1.89 -3.58
H 8.82 -3.17 5.29
H 2.54 4.86 -8.31
H 4.31 5.33 -8.37
H -7.86 -6.43 -4.30
H -1.36 -1.36 -0.63
H -7.01 -5.74 -1.75
H 7.08 7.09 5.08
H 6.12 4.84 2.38
N 0.79 3.83 -12.75
H 10.30 3.35 -4.46
C 2.06 3.72 -12.01
H -5.61 0.41 -3.71
H -9.60 3.70 5.06
H 8.63 6.62 5.26
H -8.55 -8.31 -6.21
C 4.54 -1.09 7.58
H 9.03 7.09 2.49
C 2.08 -2.79 1.64
C 2.46 9.55 -1.86
H 9.51 -1.89 6.28
H 6.42 -2.46 6.95
H 1.08 -3.12 -0.82
H 0.11 -8.58 -2.38
H -0.95 6.55 4.41
H 3.19 0.66 -1.46
H 7.50 7.87 2.82
H -5.22 -5.49 8.71
H 4.59 -0.46 8.47
C 10.25 1.76 -1.45
C -7.82 -6.36 -1.37
C -7.84 -7.67 6.68
C -2.80 6.84 4.06
H -0.40 1.93 -0.51
H 9.35 2.33 -1.24
C -0.07 -1.44 2.04
O -1.49 7.32 4.20
H -1.85 -8.46 2.18
H 8.44 -4.87 -3.29
H 0.59 -5.65 -7.88
O -3.17 -9.69 3.09
H 2.67 -5.18 -7.66
H 9.38 1.38 -3.53
C -0.22 12.16 -1.30
H 2.86 -2.94 0.89
H -2.68 6.13 3.25
H -3.20 -7.62 2.88
H -6.35 -7.22 8.39
H 7.86 5.73 7.57
H -6.16 -4.11 9.08
H -10.28 -8.11 -3.83
H 3.12 9.01 -1.18
C 7.01 5.27 7.06
H -3.76 -9.63 3.85
C 0.23 -9.09 -4.49
H -10.11 4.07 1.33
H 7.29 -1.10 7.52
H 2.06 12.08 0.16
H 8.39 0.35 5.40
H 1.77 -3.82 1.82
H -10.21 -8.95 -6.02
N 7.66 -0.10 4.86
H -3.25 7.71 3.58
C 7.61 5.81 3.48
H -7.74 -8.01 -3.50
C 1.16 0.29 -0.51
H 2.37 2.72 -11.71
H 0.07 -7.22 -4.00
H 8.25 4.96 3.24
H -7.81 1.49 4.78
N 1.85 -0.68 0.36
O 5.52 -0.66 6.57
O 6.71 -2.97 -2.03
H 1.77 -3.77 -7.45
H 0.28 3.01 -13.03
H 5.94 -2.59 -1.60
H 2.98 9.38 -2.81
O -0.25 -7.76 -4.73
H -10.52 2.06 2.75
H -5.87 -6.87 6.87
C 10.25 1.82 -3.03
H 6.96 -2.09 4.66
H 6.63 4.36 7.53
H -0.07 10.95 1.75
N 6.22 5.36 3.24
H 8.18 -0.24 4.01
H -6.82 0.46 -5.40
N -10.23 3.08 4.57
O -7.11 -5.49 7.75
H 2.82 4.17 -14.05
C -6.60 0.84 -3.56
H 0.30 12.15 -2.26
C -6.79 -6.88 7.46
H 3.03 6.38 -9.01
H -9.86 -8.36 6.82
H 2.65 1.91 -0.62
H -4.67 6.43 5.16
H 7.58 6.70 1.55
H 2.63 -8.84 -2.35
H -7.92 3.43 3.57
H -0.75 0.79 0.61
H -8.12 -7.15 5.76
H 11.14 2.25 -1.04
H 4.51 -2.15 7.84
C 0.42 -0.66 -1.57
C -5.95 -4.81 8.27
C 2.24 1.16 -1.29
C -8.48 2.77 2.91
C 0.35 -2.70 -0.12
C 8.93 -2.09 5.37
O -8.10 1.36 2.82
H -7.34 -9.61 6.96
H 2.60 -2.42 2.52
H -8.21 3.07 1.90
H -1.04 -1.36 1.55
C 7.68 6.19 4.95
H 5.56 6.12 3.15
C -10.02 2.95 3.15
O 7.26 4.99 5.68
C 2.05 4.62 -10.78
C -9.30 -8.67 -5.50
H -7.10 -0.02 3.96
C 1.05 -1.83 0.99
O 2.03 -8.66 -3.07
C -8.40 -7.16 -3.70
O 10.13 0.45 -1.05
H 0.12 -0.51 2.58
H -11.26 -6.85 -5.41
O -7.43 0.62 -4.68
H 6.28 6.07 7.11
C -3.60 6.34 5.34
H 9.57 -1.88 4.52
C 0.72 -9.20 -3.04
C -2.53 -8.46 3.04
O 3.29 4.76 -10.16
C 0.25 11.14 -0.31
H -8.69 -8.83 8.17
H -1.35 11.53 1.03
H -8.23 -5.84 -0.50
H -9.94 5.09 2.79
H -1.30 12.22 -1.46
H -0.11 13.18 -0.93
H 1.07 -9.22 -5.16
H 1.14 4.24 -13.60
H -0.11 -2.23 2.79
C -9.10 -8.04 7.54
O 2.32 10.92 -1.60
O 2.70 0.06 1.38
H -9.56 -7.18 8.03
H 0.00 10.11 -0.56
H 7.19 -5.14 -4.40
```

***

The following is a quantum chemistry calculation of a cluster of 15 separate species, C48H138N12O15 in total, from OMol25.

- E_LUMO (eV) = 0.111
- energy relative to the best compared isomer or geometry (same formula, charge and spin) (kJ/mol) = 589.9
- charge = 0
- highest occupied orbital energy (eV) = -8.859
- Kohn-Sham gap (eV) = 8.97

```
213
C48H138N12O15 | OMol25 | ωB97M-V/def2-TZVPD
O -3.82 1.42 12.53
H -5.30 8.21 0.56
H -7.80 8.92 1.79
H -4.20 8.91 5.15
N 2.97 10.88 4.40
C -4.14 2.57 11.74
H -5.73 11.89 11.78
H 13.69 14.42 4.04
H 2.47 6.63 16.45
H -5.94 10.46 15.22
C 1.19 4.75 0.21
C 3.63 11.37 5.58
C 5.20 11.36 -4.57
C -4.42 1.37 13.77
C 2.46 2.55 11.07
H 11.99 14.86 9.69
O 0.12 2.77 2.15
C -5.14 10.97 11.80
H -2.45 13.83 -0.16
H -4.49 9.44 13.06
C 4.87 24.61 2.25
H 0.81 12.66 13.87
H 1.12 5.58 16.32
H 4.21 14.20 -4.32
H 2.32 11.48 3.91
H 2.49 10.03 4.67
N -5.10 1.45 9.77
N 4.20 10.88 -2.37
C -6.94 10.12 10.62
H -5.14 2.96 11.91
H -7.06 10.87 9.84
C -2.30 15.52 3.74
H 1.22 1.85 19.64
C -7.02 7.06 1.69
H 1.58 3.19 11.18
H -7.72 6.87 2.50
C 1.50 4.57 18.69
H 2.15 2.02 21.09
H 5.12 12.95 5.79
O 2.19 1.26 11.62
C -4.03 3.50 9.32
H 4.16 14.00 -6.03
H -6.33 8.82 -0.31
H 2.04 13.14 13.13
H 0.19 -0.15 13.10
H 1.58 5.70 0.58
C 8.67 5.50 17.14
H 3.36 2.95 11.54
H -3.12 1.61 10.26
C -4.00 2.26 10.26
N 7.21 7.16 17.79
O 2.43 5.22 17.86
H -5.97 10.20 2.91
H -7.40 6.64 0.76
H 10.22 14.70 9.42
C 4.18 20.42 2.23
C -6.07 10.47 14.14
H 7.78 8.42 13.19
H -0.58 3.77 -0.10
H -1.58 16.15 4.26
H -3.64 10.00 3.89
H -2.38 16.11 1.15
H -7.58 10.36 11.46
H 3.78 4.98 20.18
C 1.70 10.17 8.48
H 6.44 6.68 17.35
H 1.10 6.83 17.54
H -1.52 4.06 2.25
H 1.23 1.87 13.36
H 7.09 6.61 15.26
H 7.84 4.85 16.86
H 2.93 2.02 13.45
H 2.04 12.12 6.76
H -1.42 6.02 1.13
H -0.23 14.67 -1.58
H 3.35 11.28 -2.73
H 0.82 3.98 18.09
H -3.47 3.35 12.12
O 3.61 21.73 2.07
H -4.20 11.23 11.31
C 2.42 3.63 19.53
H 5.75 24.56 2.90
H 13.74 13.16 5.00
C 12.40 14.20 7.05
H 2.48 10.06 9.24
C 6.36 10.27 -2.67
H 0.67 3.10 4.13
H 0.87 9.50 8.68
H 2.74 2.31 10.04
C -1.47 15.64 1.54
H -3.10 16.18 3.39
H 2.77 24.36 2.45
C -0.23 4.57 0.56
O 11.31 14.80 7.66
H -3.27 4.23 9.62
N 13.80 14.17 5.02
H 8.80 6.89 14.97
C 1.62 2.59 20.32
O 6.14 17.28 8.45
C 2.82 11.37 6.87
C 8.36 6.94 16.94
H 4.44 10.67 5.82
H 4.23 19.94 1.26
H -6.79 9.72 13.81
H 11.48 14.83 3.78
H -3.86 12.26 13.34
C -0.77 15.37 -0.95
H 4.98 10.36 -4.94
C 3.66 24.09 3.02
H 6.12 11.61 -5.09
H 0.78 3.12 20.77
H -0.72 2.00 3.94
H 0.96 5.27 19.33
H 8.98 5.34 18.17
H 3.75 3.53 20.96
H 9.44 5.17 16.44
O 2.74 15.22 10.50
H -2.77 14.87 4.48
C 2.15 1.35 13.08
N 3.65 24.82 4.29
H -4.03 11.50 14.74
H 2.79 24.46 4.67
N 3.18 4.27 20.57
C 0.21 2.35 3.48
C 5.37 11.34 -3.08
C 12.61 14.78 5.63
H 3.48 -0.81 12.20
N -5.96 8.97 0.63
C 4.18 12.74 5.27
H 7.32 9.99 13.74
N -1.62 13.49 0.31
H -6.07 6.58 1.92
H -5.22 0.85 10.58
H -6.67 8.85 3.83
H -3.80 3.21 8.30
H 9.23 7.58 17.11
H 0.18 14.37 0.69
C 11.36 14.38 4.76
O -5.62 9.92 11.01
C 3.59 22.55 3.26
H 1.93 0.02 14.72
H 3.40 25.77 4.04
H 11.28 13.35 9.25
C 1.74 6.09 17.05
H -5.02 3.95 9.37
H -5.50 1.47 13.68
H 1.42 11.17 8.83
H -2.06 13.32 1.20
O 2.32 10.08 7.18
H 4.98 23.91 1.41
N -0.99 5.76 0.25
H -1.76 15.52 -1.37
H 3.12 3.12 18.87
H 3.47 15.71 10.10
H 4.43 12.97 4.23
H 4.59 25.59 1.89
H -0.17 16.28 -0.98
C -0.47 4.08 1.97
H 7.37 10.50 -3.02
H -7.35 9.21 10.19
H 11.23 13.31 4.64
C 4.62 13.59 -5.13
H 2.68 22.23 3.76
C -6.78 8.54 1.74
C -4.88 10.45 13.19
H 6.92 16.86 8.08
H 12.63 15.87 5.69
H -0.80 16.47 1.80
C 2.11 -0.10 13.65
C 7.24 8.93 13.99
H -4.18 2.24 14.39
H 6.93 8.11 17.60
H 12.14 13.15 6.96
C -0.83 14.71 0.44
C 3.40 -0.81 13.29
H 3.59 11.75 7.56
H 0.07 4.75 2.63
H 4.29 -0.28 13.62
H 6.25 18.21 8.23
H 13.28 14.40 7.66
H 5.69 12.31 -2.71
O -1.65 14.81 2.66
O 7.70 8.69 15.26
C -3.87 8.96 4.11
C -6.04 9.11 2.97
H -0.36 6.54 0.30
H -4.18 0.42 14.25
H 1.32 4.82 -0.87
H 1.96 15.59 10.10
H 3.41 -1.83 13.67
H 0.99 1.60 3.60
H 1.88 4.03 0.66
O 4.22 12.25 -5.10
O 1.77 12.67 13.92
H 4.38 22.22 3.94
H 4.23 10.92 -1.36
H 0.62 -1.59 13.64
H 6.17 9.25 -2.99
H 3.49 19.93 2.93
H -6.61 11.39 13.91
H -4.78 0.87 9.01
H 3.50 13.53 5.57
H 5.24 20.46 2.48
H -2.91 8.44 4.07
H 10.49 14.80 5.27
C 7.93 7.26 15.51
N 0.97 -0.79 13.13
H 6.21 8.58 13.94
N -3.82 11.34 13.76
O -4.75 8.41 3.12
H 6.59 10.32 -1.61
C 11.22 14.42 9.06
H 5.67 13.88 -5.20
```

***

- charge of number 2 (C48H138N12O15)?
  0

***

- Among the records above, which one has the lowest charge?
  C48H138N12O15